1.
{
  "formula": "C4H7NO2",
  "method": "wB97M-V/def2-TZVPD",
  "symbols": ["C", "N", "C", "C", "C", "O", "O", "H", "H", "H", "H", "H", "H", "H"],
  "coordinates": [[1.577, 0.619, 0.796], [0.512, -0.235, 1.148], [-1.340, 1.252, 0.355], [-0.772, -0.301, 0.400], [-0.594, -0.624, -1.033], [-1.065, -1.733, -1.490], [1.931, 0.687, -0.390], [2.092, 0.904, 1.683], [0.477, -0.561, 2.110], [-0.518, 1.891, 0.046], [-1.731, 1.718, 1.201], [-2.399, 1.132, -0.236], [-1.478, -0.975, 0.844], [-0.176, 0.219, -1.760]],
  "atomic_forces_ev_per_a": [[-1.76, -3.98, -2.65], [0.24, 0.89, 0.57], [-2.34, -2.79, -1.49], [0.86, 3.69, -1.29], [0.40, -0.22, -1.63], [0.03, 0.25, -0.17], [0.10, 1.67, 2.16], [1.13, 0.81, 0.64], [-0.01, 0.50, 0.13], [-0.35, 0.01, -1.09], [-0.25, 0.40, 2.45], [2.93, 0.74, 0.42], [-0.12, -0.48, 0.48], [-0.85, -1.50, 1.46]],
  "e_lumo_ha": [0.1451, 0.1406],
  "orbital_gap_ha": [0.12373, 0.25808],
  "multiplicity": 2,
  "total_charge": -1,
  "homo_ev": [0.5806, -3.1969],
  "s2": 0.75,
  "de_lowest_ev": 2.3724
}

=====

2.
{
  "formula": "C45H60N4O3PS3Si4TeTl",
  "method": "wB97M-V/def2-TZVPD",
  "symbols": ["Tl", "C", "O", "C", "O", "N", "N", "H", "H", "H", "H", "H", "H", "S", "C", "C", "C", "C", "C", "C", "N", "C", "C", "C", "C", "C", "C", "C", "C", "N", "C", "C", "C", "C", "C", "S", "C", "H", "H", "H", "H", "H", "H", "H", "H", "H", "H", "H", "H", "O", "H", "H", "S", "C", "C", "Si", "C", "C", "Si", "Te", "Si", "C", "C", "C", "Si", "C", "C", "C", "H", "H", "H", "H", "H", "H", "H", "H", "H", "H", "H", "H", "H", "H", "H", "H", "H", "H", "H", "H", "H", "H", "H", "H", "H", "H", "H", "C", "P", "C", "C", "C", "C", "C", "C", "C", "C", "C", "C", "C", "C", "H", "H", "H", "H", "H", "H", "H", "H", "H", "H", "H", "H", "H"],
  "coordinates": [[-0.258, -0.525, -0.521], [0.026, 3.048, 4.394], [-0.670, 2.756, 3.193], [-0.073, 2.052, 2.197], [-0.648, 1.886, 1.157], [1.190, 1.596, 2.476], [1.837, 0.840, 1.495], [-0.621, 3.713, 4.959], [0.975, 3.550, 4.195], [0.197, 2.144, 4.987], [1.475, 1.497, 3.439], [1.808, -0.166, 1.691], [2.786, 1.164, 1.361], [-5.034, -3.760, 4.409], [-4.284, -5.111, 5.153], [-3.154, -5.471, 4.488], [-2.891, -4.647, 3.361], [-3.827, -3.661, 3.178], [-3.881, -2.622, 2.155], [-2.846, -2.497, 1.223], [-2.774, -1.573, 0.287], [-3.777, -0.629, 0.207], [-4.895, -0.700, 1.092], [-5.935, 0.295, 0.963], [-5.840, 1.293, 0.068], [-4.690, 1.419, -0.801], [-4.530, 2.478, -1.665], [-3.370, 2.581, -2.461], [-2.452, 1.538, -2.340], [-2.568, 0.497, -1.541], [-3.674, 0.417, -0.723], [-3.092, 3.692, -3.362], [-1.943, 3.975, -4.059], [-2.037, 5.154, -4.844], [-3.248, 5.765, -4.740], [-4.286, 4.898, -3.685], [-4.932, -1.694, 2.045], [-4.719, -5.560, 6.030], [-2.520, -6.293, 4.790], [-2.035, -4.780, 2.715], [-2.009, -3.189, 1.253], [-6.793, 0.226, 1.621], [-6.622, 2.040, -0.010], [-5.300, 3.242, -1.707], [-1.553, 1.558, -2.951], [-1.050, 3.367, -4.013], [-1.230, 5.531, -5.456], [-3.588, 6.669, -5.215], [-5.780, -1.737, 2.722], [-1.648, -2.340, -2.364], [-2.151, -2.316, -1.530], [-2.019, -1.585, -2.836], [2.584, -1.677, -1.585], [3.018, -2.476, -0.236], [6.331, -2.446, 4.108], [4.951, -1.720, 3.052], [5.675, -1.206, 1.414], [4.317, -0.174, 3.918], [3.249, -3.319, 3.011], [1.436, -2.826, 1.375], [2.131, -3.303, 5.061], [0.988, -4.779, 5.210], [1.088, -1.749, 5.225], [3.348, -3.352, 6.498], [4.078, -5.431, 2.495], [2.671, -6.570, 2.022], [4.998, -6.209, 3.941], [5.244, -5.256, 1.041], [7.128, -1.709, 4.245], [6.766, -3.325, 3.627], [5.973, -2.750, 5.093], [6.390, -0.393, 1.574], [4.895, -0.883, 0.721], [6.190, -2.039, 0.933], [5.100, 0.589, 3.951], [4.004, -0.386, 4.941], [3.459, 0.243, 3.385], [0.182, -4.717, 4.475], [0.539, -4.813, 6.206], [1.517, -5.719, 5.044], [0.357, -1.705, 4.414], [1.701, -0.848, 5.175], [0.549, -1.749, 6.177], [4.000, -4.226, 6.434], [2.816, -3.396, 7.452], [3.986, -2.466, 6.508], [1.948, -6.677, 2.833], [3.059, -7.562, 1.774], [2.137, -6.178, 1.156], [4.341, -6.346, 4.803], [5.841, -5.595, 4.260], [5.382, -7.191, 3.650], [4.807, -4.589, 0.294], [5.439, -6.226, 0.576], [6.200, -4.826, 1.350], [0.939, 3.651, -1.085], [1.650, 2.025, -1.569], [3.444, 2.320, -1.370], [4.363, 1.675, -2.196], [5.724, 1.773, -1.953], [6.195, 2.511, -0.875], [5.291, 3.151, -0.040], [3.928, 3.052, -0.284], [1.462, 2.119, -3.395], [1.837, 3.228, -4.154], [1.598, 3.267, -5.518], [0.983, 2.190, -6.147], [0.628, 1.071, -5.411], [0.870, 1.037, -4.042], [1.390, 4.491, -1.613], [1.049, 3.794, -0.011], [-0.132, 3.617, -1.290], [4.010, 1.073, -3.025], [6.420, 1.258, -2.602], [7.257, 2.580, -0.684], [5.646, 3.726, 0.806], [3.236, 3.560, 0.377], [2.323, 4.069, -3.672], [1.887, 4.138, -6.092], [0.788, 2.224, -7.211], [0.161, 0.224, -5.896], [0.608, 0.152, -3.471]],
  "atomic_forces_ev_per_a": [[0.01, 0.05, 0.01], [0.03, -0.02, 0.05], [0.00, -0.05, -0.13], [0.13, -0.14, 0.22], [-0.20, 0.13, -0.16], [0.13, 0.03, 0.02], [-0.07, -0.06, 0.06], [0.00, 0.00, 0.00], [0.00, 0.00, 0.01], [0.01, 0.00, 0.00], [0.00, -0.06, -0.10], [0.03, 0.20, 0.02], [-0.01, -0.01, 0.02], [-0.09, 0.02, 0.05], [0.01, -0.01, -0.02], [0.01, 0.06, -0.05], [0.05, -0.08, 0.08], [-0.02, 0.14, -0.14], [0.04, -0.14, 0.10], [0.06, 0.04, 0.01], [-0.05, 0.00, -0.12], [0.04, -0.05, 0.05], [-0.05, 0.07, -0.05], [0.04, -0.08, 0.02], [0.08, 0.03, -0.06], [-0.08, -0.05, 0.11], [-0.05, 0.09, -0.04], [0.05, 0.09, -0.08], [0.01, -0.06, 0.04], [0.01, 0.02, -0.04], [0.03, 0.06, -0.04], [-0.04, -0.13, 0.11], [0.03, 0.05, -0.07], [0.00, -0.04, 0.04], [0.02, -0.01, 0.00], [-0.11, 0.05, 0.02], [-0.07, 0.04, 0.08], [0.00, -0.02, 0.04], [0.01, -0.02, 0.00], [0.02, -0.01, -0.01], [-0.01, -0.02, -0.01], [-0.01, -0.01, 0.00], [0.00, 0.01, 0.00], [0.01, 0.00, 0.01], [0.03, -0.01, -0.02], [0.02, 0.00, -0.01], [0.01, 0.00, -0.01], [0.00, 0.03, -0.02], [0.00, 0.00, -0.01], [-0.10, -0.11, -0.11], [0.05, 0.04, 0.07], [0.00, 0.07, 0.02], [-0.04, -0.15, 0.14], [0.48, 0.15, -0.39], [0.07, 0.04, 0.04], [-0.09, -0.11, 0.08], [-0.06, -0.02, -0.09], [-0.03, 0.13, 0.06], [-0.13, -0.01, -0.06], [-0.38, -0.11, 0.31], [0.08, 0.07, -0.03], [-0.07, -0.09, -0.02], [-0.06, 0.00, 0.00], [0.03, -0.03, 0.02], [0.05, 0.05, -0.07], [-0.07, -0.05, 0.00], [0.02, -0.02, 0.07], [0.05, -0.03, -0.08], [0.04, -0.01, 0.02], [0.02, -0.01, -0.03], [-0.01, 0.00, 0.03], [0.03, 0.04, -0.04], [0.05, 0.05, -0.01], [0.00, -0.02, -0.02], [0.00, 0.04, 0.01], [0.01, -0.01, 0.06], [0.07, -0.03, 0.02], [0.00, 0.01, -0.01], [-0.03, -0.01, 0.00], [0.03, -0.03, 0.02], [-0.03, 0.01, 0.00], [0.04, 0.04, 0.02], [-0.02, 0.02, 0.01], [0.01, -0.02, 0.01], [0.00, 0.00, 0.02], [0.01, 0.04, 0.01], [-0.01, -0.02, 0.02], [-0.01, -0.02, -0.01], [-0.01, 0.01, -0.03], [-0.02, -0.02, 0.01], [0.02, 0.01, 0.00], [0.02, -0.02, 0.03], [-0.03, 0.00, -0.01], [0.04, -0.01, 0.00], [0.02, 0.01, 0.01], [0.02, -0.04, -0.01], [-0.17, 0.02, -0.20], [-0.03, -0.01, 0.09], [0.00, -0.04, 0.03], [0.02, -0.01, -0.01], [-0.02, 0.01, 0.01], [0.00, -0.03, -0.03], [0.01, 0.05, -0.01], [0.07, 0.04, 0.00], [0.01, 0.02, 0.00], [-0.01, -0.02, 0.00], [0.00, 0.01, 0.00], [0.01, 0.03, 0.01], [0.03, -0.02, 0.00], [0.01, 0.02, 0.00], [-0.02, -0.02, 0.03], [-0.01, 0.01, -0.02], [-0.01, 0.00, -0.01], [0.00, 0.00, 0.00], [0.02, 0.00, 0.00], [0.00, 0.01, 0.01], [-0.01, 0.01, 0.02], [-0.01, 0.01, 0.01], [0.00, 0.01, -0.01], [0.00, 0.00, 0.00], [-0.01, -0.02, -0.01], [-0.01, 0.00, 0.01]],
  "e_lumo_ha": [0.0761, 0.0760],
  "orbital_gap_ha": [0.15811, 0.20465],
  "multiplicity": 2,
  "total_charge": -1,
  "homo_ev": [-2.2318, -3.4995],
  "s2": 0.79,
  "de_lowest_ev": 0.5470
}

=====

3.
{
  "formula": "C30H29BaCl3FGeN4O6S",
  "method": "wB97M-V/def2-TZVPD",
  "symbols": ["Ba", "C", "C", "C", "C", "C", "C", "C", "C", "C", "C", "C", "C", "N", "C", "C", "C", "C", "C", "C", "F", "H", "H", "H", "H", "H", "H", "H", "H", "H", "H", "H", "H", "H", "H", "H", "H", "H", "H", "H", "H", "H", "O", "C", "O", "C", "C", "C", "C", "C", "N", "H", "H", "H", "H", "N", "C", "C", "C", "C", "C", "N", "C", "H", "H", "H", "H", "Cl", "Ge", "Cl", "Cl", "O", "S", "O", "O", "O"],
  "coordinates": [[-0.090, 0.501, 0.119], [-1.976, 2.204, -3.303], [-0.561, 1.954, -3.818], [-0.563, 1.777, -5.336], [0.396, 3.040, -3.367], [0.260, 4.339, -3.841], [1.122, 5.347, -3.433], [2.129, 5.049, -2.527], [2.293, 3.762, -2.028], [3.379, 3.468, -1.012], [4.773, 3.717, -1.586], [3.161, 4.259, 0.278], [1.420, 2.738, -2.446], [1.511, 1.454, -1.896], [2.349, 0.583, -2.481], [3.114, 0.801, -3.656], [3.969, -0.161, -4.184], [4.128, -1.404, -3.590], [3.391, -1.668, -2.428], [2.551, -0.717, -1.927], [1.871, -1.020, -0.779], [-2.620, 1.355, -3.535], [-2.399, 3.112, -3.750], [-1.992, 2.335, -2.219], [-0.220, 1.020, -3.371], [-0.956, 2.664, -5.845], [-1.189, 0.925, -5.613], [0.448, 1.595, -5.709], [-0.539, 4.567, -4.539], [1.005, 6.357, -3.810], [2.799, 5.836, -2.194], [3.299, 2.410, -0.765], [4.909, 4.771, -1.849], [4.937, 3.119, -2.484], [5.542, 3.453, -0.856], [3.219, 5.337, 0.093], [3.922, 4.003, 1.020], [2.184, 4.046, 0.713], [3.016, 1.762, -4.149], [4.522, 0.075, -5.088], [4.796, -2.148, -4.002], [3.460, -2.615, -1.906], [-2.462, -1.518, -3.074], [-1.530, -1.618, -2.271], [-0.948, -0.690, -1.637], [-1.011, -3.031, -1.986], [-1.299, -4.056, -2.887], [-0.808, -5.321, -2.632], [-0.058, -5.531, -1.482], [0.162, -4.452, -0.642], [-0.294, -3.225, -0.883], [-1.897, -3.821, -3.755], [-1.003, -6.137, -3.320], [0.348, -6.505, -1.237], [0.737, -4.573, 0.272], [-1.009, -3.647, 5.866], [-1.296, -3.056, 4.923], [-1.701, -2.382, 3.714], [-3.048, -2.159, 3.454], [-3.408, -1.613, 2.239], [-2.407, -1.302, 1.330], [-1.107, -1.465, 1.600], [-0.760, -1.994, 2.769], [-3.791, -2.421, 4.196], [-4.442, -1.421, 1.992], [-2.650, -0.922, 0.335], [0.300, -2.106, 2.960], [1.956, 0.068, 2.296], [0.719, 1.519, 3.793], [0.413, 3.360, 5.068], [0.588, 0.000, 5.410], [-2.089, 3.316, 2.485], [-1.383, 2.154, 2.044], [-1.093, 1.175, 3.245], [-2.085, 1.380, 1.004], [0.007, 2.433, 1.581]],
  "atomic_forces_ev_per_a": [[3.38, -0.98, -2.03], [-0.09, 0.06, 0.01], [0.03, -0.05, 0.04], [0.02, 0.01, -0.04], [0.01, -0.01, -0.02], [0.03, 0.02, 0.02], [-0.02, -0.05, 0.00], [0.01, 0.01, -0.02], [-0.03, -0.02, 0.03], [-0.01, -0.01, 0.01], [0.04, 0.02, -0.04], [0.00, 0.06, 0.04], [-0.08, -0.04, -0.06], [0.37, -0.19, -0.06], [-0.02, -0.09, 0.08], [0.05, 0.01, -0.07], [-0.04, 0.05, 0.01], [-0.06, 0.02, 0.07], [0.05, -0.01, -0.16], [0.00, 0.22, -0.06], [0.44, -0.19, -0.16], [0.00, -0.02, -0.02], [0.00, -0.03, 0.01], [0.04, 0.01, 0.01], [0.00, 0.01, -0.02], [0.01, 0.00, 0.01], [-0.01, 0.00, 0.01], [0.00, -0.01, 0.01], [0.01, 0.00, -0.01], [0.00, 0.01, 0.00], [-0.01, 0.00, 0.00], [0.01, -0.02, -0.01], [0.00, 0.00, 0.00], [-0.01, 0.00, 0.01], [0.00, 0.00, 0.01], [0.01, -0.02, 0.01], [0.00, 0.00, -0.01], [-0.02, -0.02, -0.02], [0.02, -0.01, -0.01], [0.00, 0.01, 0.00], [0.00, -0.01, -0.01], [0.00, 0.00, 0.00], [0.02, -0.06, -0.04], [-0.08, 0.13, -0.07], [-1.24, -1.34, -1.81], [0.06, -0.02, -0.05], [0.02, 0.02, 0.06], [0.00, -0.05, -0.04], [0.00, 0.01, 0.01], [-0.04, 0.06, 0.00], [0.02, -0.08, -0.04], [-0.01, 0.00, 0.00], [0.01, 0.00, 0.01], [0.00, 0.00, -0.01], [0.01, 0.00, 0.01], [-0.01, -0.02, 0.05], [-0.05, 0.16, -0.18], [0.06, -0.19, 0.24], [-0.09, -0.01, 0.01], [0.02, 0.03, -0.08], [0.15, -0.31, -0.01], [-0.63, -0.68, 0.61], [-0.08, 0.04, -0.21], [0.00, -0.01, -0.01], [-0.01, -0.02, 0.00], [0.04, -0.06, 0.31], [0.01, 0.05, 0.02], [0.42, -0.19, 0.30], [-0.15, -0.40, 0.12], [-0.05, 0.38, 0.16], [0.01, -0.22, 0.23], [-0.18, -0.12, 0.14], [-0.66, 1.24, 0.94], [0.15, 0.39, -0.40], [-1.49, 1.03, 1.31], [-0.35, 1.48, 0.89]],
  "e_lumo_ha": [0.1474, 0.1371],
  "orbital_gap_ha": [0.21906, 0.20873],
  "multiplicity": 2,
  "total_charge": -2,
  "homo_ev": [-1.9495, -1.9504],
  "s2": 0.75,
  "de_lowest_ev": 1.7373
}

=====

4.
{
  "formula": "CHFN2O",
  "method": "wB97M-V/def2-TZVPD",
  "symbols": ["C", "N", "N", "O", "F", "H"],
  "coordinates": [[-0.058, 1.352, -0.188], [-0.096, -0.498, 0.169], [0.455, -1.418, 0.472], [0.949, -2.412, 0.776], [-1.303, 1.714, 0.053], [0.053, 1.262, -1.282]],
  "atomic_forces_ev_per_a": [[1.22, 1.08, 0.76], [-0.35, -0.13, -0.46], [-1.26, 1.55, -0.58], [1.36, -1.98, 0.77], [-0.53, -0.08, -0.21], [-0.45, -0.43, -0.28]],
  "e_lumo_ha": 0.0087,
  "orbital_gap_ha": 0.32332,
  "homo_ev": -8.5622,
  "de_lowest_ev": 4.2188
}

=====

5.
{
  "formula": "C5H13O3Zn",
  "method": "wB97M-V/def2-TZVPD",
  "symbols": ["C", "C", "O", "C", "C", "O", "C", "H", "H", "H", "H", "H", "H", "H", "H", "H", "H", "H", "Zn", "O", "H", "H"],
  "coordinates": [[2.623, -0.428, -0.535], [1.368, -1.264, -0.524], [0.350, -0.643, 0.275], [-0.905, -1.312, 0.201], [-2.015, -0.517, 0.860], [-2.659, 0.407, 0.023], [-1.926, 1.569, -0.282], [3.378, -0.933, -1.159], [3.200, -0.244, 0.381], [1.556, -2.261, -0.097], [0.965, -1.399, -1.540], [-0.800, -2.291, 0.696], [-1.167, -1.481, -0.855], [-1.637, -0.016, 1.773], [-2.784, -1.233, 1.178], [-2.622, 2.288, -0.731], [-1.497, 2.019, 0.631], [-1.111, 1.369, -0.995], [0.959, 0.874, 1.503], [1.488, 2.125, 0.270], [0.862, 2.657, -0.225], [2.376, 0.714, -0.851]],
  "atomic_forces_ev_per_a": [[0.42, 2.65, -1.13], [0.16, -0.37, 0.42], [-0.31, -0.34, -0.75], [-0.01, -0.37, 0.03], [-0.04, -0.04, 0.35], [-0.27, -0.15, -0.07], [0.21, 0.30, -0.05], [-0.43, 0.36, -0.25], [-0.71, -0.54, 0.46], [-0.05, 0.09, -0.13], [0.21, 0.13, 0.21], [-0.08, 0.16, -0.10], [0.08, 0.03, 0.19], [-0.01, -0.14, -0.20], [0.11, 0.21, -0.10], [0.16, -0.22, 0.11], [-0.09, -0.09, -0.20], [-0.13, 0.04, 0.19], [-0.01, 0.42, 1.03], [0.23, 0.67, -0.39], [-0.08, 0.04, 0.15], [0.64, -2.85, 0.24]],
  "e_lumo_ha": [0.0227, -0.0063],
  "orbital_gap_ha": [0.26481, 0.34001],
  "multiplicity": 2,
  "homo_ev": [-6.5880, -9.4233],
  "s2": 0.75
}